Here is a cluster of 12 separate species, C5H34O12 in total from OMol25. Energies are from ωB97M-V/def2-TZVPD.

```
51
Properties=species:S:1:pos:R:3:forces:R:3:lowdin_charge:R:1
C -3.0345 -0.8096 1.8793 0.655 -1.455 -2.216 -0.062
C -1.5347 -0.6601 2.1740 -0.481 -0.877 3.995 -0.433
C -0.6723 0.3934 1.5302 1.509 1.415 -2.116 -0.097
C -0.8608 -2.0194 2.1846 2.669 0.157 0.622 -0.131
C 0.6942 -2.0422 2.6837 -1.675 2.660 0.018 -0.144
O 1.1115 -0.9043 3.5398 -0.974 -0.165 -0.658 -0.111
H -3.4087 -0.2126 1.0827 0.044 1.163 -0.564 0.039
H -3.1639 -1.7964 1.3757 -0.123 0.238 0.780 0.091
H -3.7337 -0.6937 2.6688 -0.164 -0.029 1.020 0.069
H -1.5032 -0.4651 3.3165 -0.151 0.438 -1.535 0.155
H -0.9444 0.8402 0.4351 0.251 -0.966 2.843 0.146
H 0.4277 0.1173 1.4612 -1.353 -0.303 -0.396 0.081
H -0.5269 1.1369 2.3281 -0.497 0.870 -0.782 0.035
H -1.3749 -2.8116 2.6771 -0.817 -0.146 0.771 0.103
H -0.8503 -2.3008 1.1815 0.369 -0.891 -1.977 0.083
H 0.9807 -2.8422 3.2847 -0.219 -1.757 0.928 0.085
H 1.3358 -2.0773 1.8379 0.491 0.218 -0.920 0.069
H 0.5196 -0.1442 3.3777 0.589 -0.801 0.186 0.033
O 3.3977 1.0166 -2.4320 -0.776 0.565 0.291 -0.079
H 3.1917 1.7520 -1.7959 -0.162 -0.357 -0.834 0.012
H 2.5375 0.8836 -2.8772 0.550 0.197 0.430 0.036
O -2.6576 0.8341 -3.9087 2.504 0.780 3.096 -0.141
H -2.4383 1.4106 -3.0622 -1.156 -1.139 -2.649 0.092
H -1.8397 0.2722 -3.7086 -1.353 0.703 -1.032 0.020
O -0.3195 -2.4992 -3.6315 -1.374 -0.079 1.723 -0.039
H 0.6281 -2.4993 -3.7095 0.604 0.091 -1.140 -0.017
H -0.8285 -2.4186 -4.4252 0.323 -0.100 -0.866 0.042
O 1.1021 3.3910 2.9007 -0.351 0.094 -1.108 -0.066
H 1.1753 3.0239 3.7877 -0.420 -0.371 -0.341 0.041
H 0.4617 2.9118 2.3214 0.796 0.292 1.390 0.025
O 4.0994 0.9898 0.4831 -2.199 0.817 -3.575 -0.051
H 4.2980 1.1330 -0.5183 0.207 -0.959 2.919 0.084
H 4.8390 0.8096 0.9985 2.296 -0.451 0.841 0.017
O 2.2009 -1.8113 -3.4695 -1.807 -1.417 -2.107 0.023
H 2.8010 -1.1367 -3.6130 2.064 2.054 -0.586 0.019
H 2.2649 -2.0072 -2.5732 0.568 -0.600 2.833 0.000
O 2.8145 3.0528 -0.4217 -4.295 3.541 -1.437 -0.075
H 3.1256 2.5394 0.2655 1.218 -1.898 2.761 -0.059
H 1.9414 3.4989 -0.0397 2.958 -1.417 -1.354 0.128
O -0.2264 0.1974 -2.5939 -0.799 1.183 1.539 -0.048
H 0.1938 -0.3748 -3.2023 0.634 -1.397 -1.046 -0.010
H -0.8154 -0.3601 -2.0586 0.193 -0.011 -0.247 0.047
O -3.5816 -0.3465 -1.6508 1.474 -2.389 2.621 -0.005
H -3.6278 -0.6312 -2.5279 -0.103 -0.568 -2.250 0.000
H -3.9673 0.4775 -1.6464 -1.429 2.818 0.020 -0.005
O -3.1776 2.2600 2.3632 1.022 -0.183 0.040 -0.055
H -3.2008 2.8695 1.6185 -0.040 0.036 0.041 0.040
H -2.2418 1.9526 2.3893 -1.136 0.332 -0.055 0.009
O 1.6644 -1.6503 -0.6808 1.231 -0.977 1.117 0.005
H 1.6809 -0.7997 -0.2703 0.740 0.967 0.953 0.028
H 1.0431 -1.4497 -1.3296 -2.102 0.075 -1.986 -0.030
```
Positions in Å, forces in eV/Å.

SMILES: CC(C)CCO.O.O.O.O.O.O.O.O.O.O.O
F_max in eV Å⁻¹: 5.75

=====

Here is a cluster of 11 separate species, C5H35N2O10 in total from OMol25. Energies are from ωB97M-V/def2-TZVPD.

```
52
Properties=species:S:1:pos:R:3:forces:R:3:lowdin_charge:R:1
N 1.4883 -0.8216 0.5307 1.048 0.856 -0.740 0.192
C 0.6093 0.0959 -0.2342 -1.271 1.312 0.283 -0.239
C -0.8223 0.0656 0.4124 0.858 0.943 -0.679 -0.328
C -0.9757 1.0882 1.5340 -1.253 0.231 -0.457 -0.034
C -1.9312 0.2197 -0.6325 -1.087 -0.902 0.550 -0.057
C 1.2824 1.5000 -0.3217 0.657 -1.124 0.172 -0.166
N 2.7176 1.2953 -0.7635 -1.332 -0.058 0.002 0.004
H 1.7928 -0.3684 1.4354 -0.575 -0.729 -0.494 0.111
H 2.3578 -0.9332 -0.0406 -0.467 -0.512 0.762 0.101
H 1.0176 -1.7380 0.6368 0.395 0.109 0.425 0.093
H 0.4429 -0.2455 -1.2476 0.529 -0.588 -0.255 0.121
H -0.9647 -0.9405 0.7836 0.275 -0.249 0.317 0.087
H -0.5177 2.0601 1.3375 -0.080 -0.223 -0.151 0.083
H -0.6583 0.7588 2.5038 0.257 -0.280 0.524 0.073
H -2.0573 1.2745 1.5419 0.202 0.115 0.611 0.069
H -2.8515 -0.2723 -0.2657 0.278 0.203 0.282 0.098
H -1.7314 -0.3421 -1.5318 0.332 0.169 -0.364 0.049
H -2.2628 1.2238 -0.8425 0.476 0.427 -0.058 0.050
H 1.2686 1.9717 0.6599 0.180 0.012 -0.314 0.083
H 0.7916 2.1187 -1.0641 -0.531 0.078 0.122 0.119
H 2.5867 1.0191 -1.7373 0.593 0.173 -0.077 0.096
H 3.1551 2.2084 -0.7748 0.182 0.019 -0.131 0.093
H -2.6230 -3.5083 2.0954 -0.501 -0.026 -0.243 0.074
H -2.4693 -1.9795 1.7197 -0.528 -0.191 -0.092 0.052
O -2.1107 -2.7123 2.2263 0.885 0.323 0.503 -0.023
H -0.5216 -2.9979 1.5002 -0.028 -0.520 -0.509 0.026
H 0.4559 -4.1288 0.9937 -0.013 -0.021 0.123 0.077
O 0.0889 -3.2694 0.7664 0.103 0.322 0.200 -0.071
H -3.8007 2.9890 1.9016 -0.189 0.090 0.185 0.040
H -3.4610 2.8471 0.4404 -0.337 -0.163 0.531 -0.020
O -4.1530 2.6103 1.0920 0.571 -0.036 -0.402 -0.070
H 0.9303 -1.4427 3.7801 0.303 -0.175 0.076 0.062
H 2.3935 -1.9269 3.5098 -0.290 0.040 0.213 0.065
O 1.7509 -1.2333 3.3150 -0.156 -0.175 0.020 -0.049
H 4.7919 -1.2992 -0.0169 0.216 -0.269 0.004 0.055
H 3.8516 -0.3114 -0.6762 0.303 0.029 -0.252 -0.006
O 4.1102 -1.2565 -0.6934 -0.290 0.448 0.203 -0.067
H -3.5309 3.6436 -1.1671 0.070 0.335 -0.226 0.057
H -2.1262 3.8919 -1.7169 0.128 -0.295 -0.188 0.031
O -2.6191 3.8115 -0.8962 -0.363 0.108 0.247 -0.062
H -0.6907 1.7981 -3.1948 -0.894 -0.053 0.060 0.048
H -2.1915 1.4590 -2.9553 0.080 -0.391 -0.087 0.030
O -1.5582 2.1746 -2.9500 0.984 0.542 -0.386 -0.059
H 0.7423 -3.9928 -2.4022 0.018 -0.172 -0.753 0.065
H 0.3642 -3.0515 -1.3626 -0.548 0.354 0.034 0.014
O 0.2531 -3.1689 -2.3189 0.473 -0.247 0.796 -0.041
H -1.0387 -0.8127 -4.2752 -0.010 -0.106 -0.209 0.056
H -0.2276 -1.6072 -3.2217 -0.285 0.165 -0.134 0.010
O -0.6927 -0.7621 -3.3828 0.406 -0.063 0.067 -0.073
H 2.6315 1.6823 3.1715 0.707 0.268 0.294 0.065
H 3.4553 1.2384 1.8324 0.135 0.588 0.704 0.058
O 2.6405 1.2108 2.3457 -0.617 -0.692 -1.110 -0.041
```
Positions in Å, forces in eV/Å.

Charge: +1
F_max in eV Å⁻¹: 1.85

=====

Here is a cluster of 11 separate species, C5H35N2O10 in total from OMol25. Energies are from ωB97M-V/def2-TZVPD.

```
52
Properties=species:S:1:pos:R:3:forces:R:3:lowdin_charge:R:1
C 0.4970 -1.7615 0.5341 0.875 0.286 -3.074 -0.211
N 1.9260 -1.5039 0.7537 -0.911 -1.695 1.478 -0.081
C 2.7486 -2.6828 0.3775 0.383 2.111 -0.069 -0.234
C 3.2380 -2.5714 -1.0746 -0.836 -1.093 -0.693 -0.077
C -0.4124 -0.7110 1.0842 0.980 0.596 1.603 -0.105
N 0.1147 -0.1622 2.3913 -0.061 1.506 0.374 -0.027
C -0.0554 -0.9688 3.5836 -1.848 -1.520 0.741 -0.027
H 0.3480 -1.7107 -0.5592 -0.498 0.315 -0.009 0.103
H 0.2398 -2.8093 0.6384 0.004 -0.090 1.365 0.107
H 2.3013 -0.6945 0.2875 -0.636 0.132 -0.217 0.051
H 3.5695 -2.5463 1.0758 0.376 -0.958 -0.063 0.092
H 2.1894 -3.6015 0.5056 0.096 -0.091 0.459 0.103
H 2.8637 -1.6975 -1.6234 0.458 0.230 0.484 0.072
H 2.8028 -3.3781 -1.6706 -0.021 -0.186 0.026 0.065
H 4.2983 -2.7353 -1.1843 0.414 0.438 0.028 0.065
H -1.4435 -0.9517 1.2736 -0.335 -0.324 -0.342 0.127
H -0.3130 0.2025 0.5448 -0.404 0.291 -1.292 0.108
H -0.3648 0.7933 2.5324 0.479 -1.039 0.264 0.110
H 1.1071 0.0367 2.2599 0.263 -0.203 -0.221 0.148
H -0.8825 -1.6467 3.3869 -0.103 -0.300 -0.272 0.097
H -0.4341 -0.5136 4.5061 0.689 0.883 -0.435 0.104
H 0.7597 -1.6179 3.8112 0.903 -0.051 -0.060 0.093
H -3.9922 4.2554 -0.8578 0.529 0.203 0.338 0.069
H -3.8250 2.7966 -0.7272 0.917 0.588 -0.422 0.033
O -3.3403 3.6257 -0.5002 -1.459 -0.744 -0.452 -0.070
H -1.7042 -0.0519 -2.2772 0.001 -0.938 -0.577 -0.003
H -1.5839 -1.5521 -2.9137 -0.900 -0.568 -1.043 0.013
O -1.2680 -0.9321 -2.2909 1.235 1.299 1.804 -0.058
H 0.3533 3.2524 -1.8975 -0.734 -0.202 0.425 0.080
H 1.6955 3.0896 -2.3705 0.643 -0.237 -0.368 0.083
O 0.8942 2.5633 -2.2944 0.125 0.865 -0.076 -0.033
H -1.6920 2.3470 2.4988 -0.496 0.527 -1.152 0.027
H -1.8262 1.6883 3.7723 -0.032 -0.142 0.610 0.073
O -1.1396 2.0517 3.2098 0.303 -0.075 0.638 -0.010
H 5.3059 -0.0046 2.4926 0.190 0.042 0.359 0.034
H 4.5201 -0.5353 3.7493 0.359 0.185 -0.513 0.044
O 4.5099 -0.4537 2.7827 -0.544 -0.212 0.145 -0.063
H 1.5227 1.3398 -1.1525 -0.433 0.140 -0.001 0.004
H 2.8994 1.1768 -0.5893 0.102 0.025 0.307 0.062
O 1.9732 1.1271 -0.3243 0.497 -0.038 0.006 -0.058
H 0.1206 1.5508 -4.4506 0.110 -0.109 0.138 0.038
H -0.5543 2.7837 -3.8302 0.118 -1.039 -1.064 0.041
O -0.6778 2.0776 -4.5120 -0.633 1.041 0.680 -0.065
H -0.7158 -3.8155 -1.0893 1.107 -0.435 0.935 -0.009
H -2.1241 -4.5844 -0.9893 0.133 -0.870 0.852 0.029
O -1.5858 -3.9345 -1.4039 -1.289 1.268 -1.861 -0.015
H -3.5213 2.1640 0.7882 0.328 0.033 0.478 0.012
H -3.8124 0.7824 1.3632 -0.461 -0.531 0.104 0.051
O -3.1490 1.4618 1.3464 0.225 0.500 -0.200 -0.036
H -2.4158 1.5634 -3.3856 0.078 -0.176 -0.614 0.024
H -3.4526 0.5127 -2.8086 0.071 0.298 -0.441 0.067
O -2.8817 1.2621 -2.5998 -0.357 0.061 0.890 -0.048
```
Positions in Å, forces in eV/Å.

Charge: +1
F_max in eV Å⁻¹: 3.21

=====

Energy relative to the best compared isomer or geometry (same formula, charge and spin) across the listed records, respectively: 50.7; 57.9; 100.0 kcal per mole.